[1]
Below is a cluster of 2 separate species, CH3N2O in total at a distorted geometry, with properties calculated with the ωB97M-V functional and the def2-TZVPD basis.

The geometry in XYZ format:
```
7
Properties=species:S:1:pos:R:3:nbo_charge:R:1
C -0.1596 -0.0016 -0.9127 -0.03
N -0.2426 -0.6425 0.4317 -0.08
N -0.7594 -1.2647 -0.4901 0.37
O -1.3925 -2.1974 -0.8739 -0.11
H -0.7798 0.7902 -1.0425 0.23
H 0.7993 0.0845 -1.4164 0.25
H -1.2481 -0.6998 2.3159 0.38
```

The LUMO energy (spin up / spin down) comes out at -10.2 / -7.3 eV. For the orbital gap (spin up / spin down), the calculation gives 0.24471 / 0.37922 hartree. As for the net charge: +1. As for the HOMO energy (spin up / spin down): -16.90 / -17.58 eV. The value obtained for the energy relative to the best compared isomer or geometry (same formula, charge and spin) is 848.9 kJ/mol.

***

[2]
Below is a cluster of 2 separate species, CH3N2O2 in total at a distorted geometry, with properties calculated with the ωB97M-V functional and the def2-TZVPD basis.

The geometry in XYZ format:
```
8
Properties=species:S:1:pos:R:3:nbo_charge:R:1
C -1.2035 0.1211 -0.0945 0.45
N -0.5602 0.3030 1.0318 -0.95
N 2.2758 0.2057 -0.3035 -0.06
O 2.4777 -0.8003 -1.0643 -0.32
O -0.9164 0.4177 -1.2728 -0.78
H -2.1713 -0.4133 -0.0050 0.01
H -1.1481 -0.1255 1.8234 0.31
H 1.2461 0.2916 -0.1152 0.35
```

The LUMO energy comes out at 3.8 eV. For the orbital gap, the calculation gives 0.27778 hartree. As for the net charge: -1. As for the HOMO energy: -3.80 eV. The value obtained for the energy relative to the best compared isomer or geometry (same formula, charge and spin) is 258.4 kJ/mol.

***

[3]
Below is the ion CH3N2O2 with charge +1 at a distorted geometry, with properties calculated with the ωB97M-V functional and the def2-TZVPD basis.

The geometry in XYZ format:
```
8
Properties=species:S:1:pos:R:3:nbo_charge:R:1
N 0.1607 0.4043 -0.0364 -0.58
C -0.6335 -0.5509 0.0472 0.33
N -2.1231 0.0170 -0.0042 0.50
O -2.1185 1.2377 0.0245 -0.33
O -3.0083 -0.7706 -0.0273 -0.20
H 1.1462 0.2918 0.1303 0.47
H -0.4474 1.4486 -0.1562 0.51
H -0.6946 -1.6346 0.1809 0.29
```

The LUMO energy comes out at -7.1 eV. As for the structure (SMILES): [NH2+]=C[N+](=O)[O-]. For the orbital gap, the calculation gives 0.38360 hartree. As for the net charge: +1. As for the HOMO energy: -17.59 eV. The value obtained for the energy relative to the best compared isomer or geometry (same formula, charge and spin) is 251.0 kJ/mol.

***

[4]
Below is a cluster of 2 separate species, CH3N2O2 in total at a distorted geometry, with properties calculated with the ωB97M-V functional and the def2-TZVPD basis.

The geometry in XYZ format:
```
8
Properties=species:S:1:pos:R:3:nbo_charge:R:1
C -0.3638 0.7752 0.4232 0.10
N -0.7928 0.5003 -0.7489 -0.66
N 1.1838 -1.0755 0.5565 0.71
O 1.8413 -0.7604 1.4301 -0.06
O 0.8192 -1.7481 -0.2943 -0.13
H -0.4690 1.6676 0.8914 0.19
H -1.6073 1.0374 -1.1552 0.44
H -0.6114 -0.3966 -1.1028 0.41
```

The LUMO energy (spin up / spin down) comes out at -6.6 / -6.4 eV. For the orbital gap (spin up / spin down), the calculation gives 0.30288 / 0.32103 hartree. As for the net charge: +1. As for the HOMO energy (spin up / spin down): -14.85 / -15.13 eV. The value obtained for the energy relative to the best compared isomer or geometry (same formula, charge and spin) is 422.0 kJ/mol.

***

[5]
Below is the molecule CH3N3 at a distorted geometry, with properties calculated with the ωB97M-V functional and the def2-TZVPD basis.

The geometry in XYZ format:
```
7
Properties=species:S:1:pos:R:3:nbo_charge:R:1
H -2.5488 0.3587 0.4193 0.32
N -2.0345 -0.0078 -0.2620 -0.42
N -0.8964 0.1269 0.2032 0.05
N 0.1463 -0.4263 -0.0523 -0.14
C 1.4676 -0.1175 -0.1274 -0.19
H 1.6728 0.8775 -0.4116 0.18
H 2.1928 -0.8115 0.2308 0.20
```

The LUMO energy comes out at -0.1 eV. As for the structure (SMILES): [H]/N=N/N=C. For the orbital gap, the calculation gives 0.31873 hartree. As for the HOMO energy: -8.78 eV. The value obtained for the energy relative to the best compared isomer or geometry (same formula, charge and spin) is 397.7 kJ/mol.

***

[6]
Below is the molecule CH3N3O at a distorted geometry, with properties calculated with the ωB97M-V functional and the def2-TZVPD basis.

The geometry in XYZ format:
```
8
Properties=species:S:1:pos:R:3:nbo_charge:R:1
C -0.0294 0.8217 -0.1255 -0.14
N 1.2570 1.2857 -0.1404 -0.16
N 2.2731 0.7063 0.0360 0.21
N 0.8991 -1.2535 -0.2170 -0.38
O 2.0747 -0.7105 0.0792 -0.27
H -0.5263 0.5070 0.7273 0.21
H -0.5964 0.8275 -0.9853 0.21
H 0.2974 -1.5558 0.6398 0.30
```

The LUMO energy (spin up / spin down) comes out at -0.3 / -0.3 eV. For the orbital gap (spin up / spin down), the calculation gives 0.32631 / 0.32620 hartree. As for the HOMO energy (spin up / spin down): -9.20 / -9.20 eV. The value obtained for the energy relative to the best compared isomer or geometry (same formula, charge and spin) is 671.5 kJ/mol.

***

[7]
Below is the molecule CH3N3O2S at a distorted geometry, with properties calculated with the ωB97M-V functional and the def2-TZVPD basis.

The geometry in XYZ format:
```
10
Properties=species:S:1:pos:R:3:nbo_charge:R:1
C 2.1038 0.9036 0.1208 0.63
N 3.2002 0.5073 -0.1625 -0.69
N 0.9719 1.3055 0.1998 -0.29
N -1.1417 -0.7774 -1.1865 -1.06
O -2.6102 0.1721 0.5120 -0.90
O -0.1763 0.7606 0.7360 -0.55
S -1.3984 0.5450 -0.5313 1.57
H 4.0531 0.4949 0.3176 0.41
H -2.8837 0.8551 1.2027 0.51
H -1.0884 -1.5248 -0.5840 0.37
```

The LUMO energy comes out at 0.5 eV. For the orbital gap, the calculation gives 0.36632 hartree. As for the HOMO energy: -9.51 eV. The value obtained for the energy relative to the best compared isomer or geometry (same formula, charge and spin) is 401.4 kJ/mol.

***

[8]
Below is the molecule CH3N3O3 at a distorted geometry, with properties calculated with the ωB97M-V functional and the def2-TZVPD basis.

The geometry in XYZ format:
```
10
Properties=species:S:1:pos:R:3:nbo_charge:R:1
N 0.7378 0.5500 -0.2683 -0.63
N 0.2010 -0.6464 0.2653 -0.20
C -1.0979 -0.8338 -0.0438 0.51
O -1.7557 -0.2171 -0.8544 -0.55
N 1.0209 -1.2396 1.2730 0.65
O 0.5449 -2.1285 1.9154 -0.34
O 2.1161 -0.6953 1.3633 -0.33
H 0.3389 1.3674 0.1466 0.37
H 0.7059 0.6352 -1.2585 0.38
H -1.6443 -1.5134 0.6364 0.15
```

The LUMO energy comes out at -0.4 eV. As for the structure (SMILES): NN(C=O)[N+](=O)[O-]. For the orbital gap, the calculation gives 0.38484 hartree. As for the HOMO energy: -10.84 eV. The value obtained for the energy relative to the best compared isomer or geometry (same formula, charge and spin) is 225.1 kJ/mol.

***

[9]
Below is the molecule CH3N3OS at a distorted geometry, with properties calculated with the ωB97M-V functional and the def2-TZVPD basis.

The geometry in XYZ format:
```
9
Properties=species:S:1:pos:R:3:nbo_charge:R:1
C 0.7522 -0.1551 0.2938 -0.14
N 0.8665 1.3072 0.2376 -0.14
N 0.2126 2.1126 -0.2730 -0.03
N -0.1628 -0.7118 -0.6299 -0.81
O -2.1280 -0.5521 0.9662 -0.86
S -1.8325 -0.4371 -0.4615 1.12
H 1.7612 -0.5489 0.1546 0.22
H 0.4078 -0.3687 1.3099 0.25
H 0.1230 -0.6460 -1.5976 0.39
```

The LUMO energy (spin up / spin down) comes out at 0.3 / -0.6 eV. For the orbital gap (spin up / spin down), the calculation gives 0.31851 / 0.26881 hartree. As for the HOMO energy (spin up / spin down): -8.33 / -7.94 eV. The value obtained for the energy relative to the best compared isomer or geometry (same formula, charge and spin) is 310.4 kJ/mol.

***

[10]
Below is the molecule CH3N3OS at a distorted geometry, with properties calculated with the ωB97M-V functional and the def2-TZVPD basis.

The geometry in XYZ format:
```
9
Properties=species:S:1:pos:R:3:nbo_charge:R:1
C 0.0543 -0.3539 -0.0564 -0.21
N -1.6748 1.2418 0.1348 -0.47
N -3.0686 -1.5924 0.1093 -0.84
N -0.4623 0.8280 0.0973 -0.23
O -4.1897 0.6873 -0.1585 -0.87
S -3.0168 -0.1222 0.0224 1.75
H -0.5869 -1.2126 -0.1593 0.24
H 1.1232 -0.4444 -0.0578 0.20
H 0.1926 1.6129 0.2066 0.42
```

The LUMO energy comes out at -0.5 eV. For the orbital gap, the calculation gives 0.33464 hartree. As for the HOMO energy: -9.56 eV. The value obtained for the energy relative to the best compared isomer or geometry (same formula, charge and spin) is 596.9 kJ/mol.